1.
# C4H13N3O2

3 unconnected molecules or ions with the total composition C4H13N3O2 at a distorted geometry (ωB97M-V/def2-TZVPD, the Open Molecules 2025 dataset).

Lowest unoccupied orbital energy (alpha / beta) ... -0.008 / 0.008 Ha
HOMO-LUMO gap (alpha / beta) ... 6.85 / 7.75 eV
Energy above the lowest of the compared OMol25 structures with the same formula, charge and spin ... 131.3 kcal per mole
E_HOMO (alpha / beta) ... -7.070 / -7.525 eV

Cartesian coordinates (Å):
C -1.67 -0.03 -0.25
C -2.26 -1.06 0.67
C -1.75 -0.28 -1.72
C 0.90 -0.10 -0.28
O 1.19 -1.43 -0.08
O 1.28 0.48 -1.29
H 1.57 -1.76 -0.90
H -1.83 1.01 0.04
H -1.85 -2.04 0.46
H -3.35 -1.11 0.53
H -2.10 -0.81 1.72
H -1.49 -1.32 -1.95
H -2.76 -0.09 -2.09
H -1.07 0.37 -2.28
N 1.62 0.92 1.27
N 1.75 2.21 0.86
N 2.82 0.33 1.57
H -0.19 0.11 0.33
H 2.25 2.29 -0.04
H 0.83 2.60 0.72
H 3.47 0.32 0.79
H 2.64 -0.60 1.92

From a Löwdin analysis of the wavefunction, the atomic charges in e read: -0.260 -0.116 -0.109 -0.553 0.026 -0.014 0.114 0.104 0.079 0.082 0.077 0.083 0.087 0.071 -0.207 0.019 0.024 0.136 0.088 0.086 0.095 0.088

=====

2.
# C37H39F5O4S

6 unconnected molecules or ions with the total composition C37H39F5O4S (ωB97M-V/def2-TZVPD, the Open Molecules 2025 dataset).

Lowest unoccupied orbital energy ... 0.024 Ha
SMILES ... CCOC[C@H]1CCS(=O)(=O)OC1.Fc1ccccc1.Fc1ccccc1.Fc1ccccc1.Fc1ccccc1.Fc1ccccc1
HOMO-LUMO gap ... 9.70 eV
E_HOMO ... -9.041 eV

Cartesian coordinates (Å):
C 1.02 -2.10 0.33
C 0.27 -2.83 -0.79
O -1.08 -3.03 -0.42
C -1.64 -4.23 -0.93
C -3.14 -4.17 -0.64
C -3.36 -3.59 0.77
C -3.48 -2.06 0.86
S -3.74 -1.09 -0.62
O -5.15 -0.82 -0.69
O -2.80 -0.02 -0.68
O -3.36 -2.07 -1.79
C -3.90 -3.40 -1.69
H 1.30 -1.09 0.04
H 0.45 -2.05 1.25
H 1.95 -2.63 0.55
H 0.30 -2.25 -1.72
H 0.74 -3.79 -1.00
H -1.45 -4.33 -2.01
H -1.19 -5.09 -0.42
H -3.53 -5.19 -0.68
H -4.26 -4.03 1.21
H -2.52 -3.88 1.39
H -4.35 -1.78 1.45
H -2.59 -1.63 1.31
H -3.79 -3.82 -2.69
H -4.97 -3.33 -1.47
F 4.53 0.33 -1.38
C 4.17 1.34 -0.55
C 2.94 1.92 -0.71
C 2.58 2.95 0.16
C 3.45 3.38 1.15
C 4.69 2.76 1.28
C 5.07 1.73 0.43
H 2.27 1.58 -1.49
H 1.61 3.42 0.05
H 3.18 4.19 1.80
H 5.38 3.10 2.04
H 6.03 1.24 0.51
F 5.25 5.74 0.65
C 5.98 5.86 -0.48
C 5.62 5.09 -1.57
C 6.37 5.20 -2.73
C 7.45 6.06 -2.79
C 7.80 6.82 -1.68
C 7.06 6.72 -0.50
H 4.77 4.42 -1.49
H 6.10 4.61 -3.60
H 8.03 6.15 -3.70
H 8.64 7.49 -1.71
H 7.30 7.30 0.38
F -0.83 -1.92 3.19
C -0.99 -0.95 4.13
C -2.10 -0.13 4.06
C -2.25 0.86 5.03
C -1.30 1.01 6.03
C -0.19 0.17 6.06
C -0.03 -0.83 5.11
H -2.83 -0.25 3.27
H -3.11 1.51 4.99
H -1.42 1.78 6.78
H 0.55 0.28 6.84
H 0.82 -1.49 5.11
F -7.24 3.10 4.43
C -7.42 2.26 3.40
C -8.60 1.55 3.32
C -8.78 0.68 2.25
C -7.79 0.53 1.29
C -6.61 1.26 1.40
C -6.42 2.13 2.46
H -9.36 1.68 4.09
H -9.70 0.11 2.18
H -7.92 -0.15 0.46
H -5.84 1.14 0.65
H -5.51 2.72 2.56
F 1.20 -4.42 -3.33
C 1.98 -3.97 -4.34
C 1.70 -4.38 -5.63
C 2.50 -3.90 -6.66
C 3.55 -3.03 -6.39
C 3.80 -2.63 -5.09
C 3.01 -3.10 -4.04
H 0.88 -5.06 -5.81
H 2.30 -4.22 -7.68
H 4.16 -2.67 -7.20
H 4.61 -1.95 -4.87
H 3.18 -2.80 -3.02

From a Löwdin analysis of the wavefunction, the atomic charges in e read: -0.042 -0.244 -0.169 -0.180 -0.266 -0.137 -0.191 0.607 -0.288 -0.255 -0.217 -0.154 0.064 0.058 0.073 0.123 0.102 0.132 0.136 0.149 0.118 0.118 0.102 0.076 0.134 0.131 0.044 -0.294 -0.026 -0.081 -0.106 -0.091 -0.017 0.118 0.108 0.104 0.108 0.118 0.049 -0.280 -0.009 -0.079 -0.098 -0.087 -0.017 0.108 0.105 0.100 0.104 0.116 0.039 -0.272 -0.009 -0.077 -0.094 -0.083 -0.015 0.105 0.105 0.102 0.105 0.118 0.046 -0.291 -0.023 -0.086 -0.090 -0.078 -0.016 0.115 0.103 0.101 0.088 0.115 0.040 -0.281 -0.017 -0.084 -0.096 -0.080 -0.013 0.116 0.104 0.101 0.106 0.116

=====

3.
# C4H16N2O2

3 unconnected molecules or ions with the total composition C4H16N2O2 at a distorted geometry (ωB97M-V/def2-TZVPD, the Open Molecules 2025 dataset).

Lowest unoccupied orbital energy ... 0.024 Ha
SMILES ... NCCCCN.O.O
HOMO-LUMO gap ... 9.71 eV
Energy above the lowest of the compared OMol25 structures with the same formula, charge and spin ... 35.4 kcal per mole
E_HOMO ... -9.067 eV

Cartesian coordinates (Å):
C 0.88 -0.50 -1.30
N 0.30 -1.64 -1.97
C -0.10 0.64 -0.86
C -0.46 0.64 0.64
C -1.32 2.02 0.82
N -1.83 2.64 -0.38
H 1.62 -0.08 -1.99
H 1.54 -0.84 -0.48
H -0.53 -1.89 -1.43
H -0.08 -1.46 -2.89
H -1.07 0.51 -1.35
H 0.12 1.63 -1.25
H 0.33 0.60 1.34
H -1.23 -0.10 0.76
H -2.17 1.77 1.45
H -0.68 2.68 1.43
H -1.29 3.32 -0.88
H -2.77 2.95 -0.10
H -2.16 -2.11 1.89
H -1.26 -2.91 2.94
O -2.07 -2.41 2.80
H 5.35 -2.00 -0.20
H 3.97 -1.77 0.41
O 4.91 -1.69 0.60

From a Löwdin analysis of the wavefunction, the atomic charges in e read: -0.295 -0.024 -0.215 -0.158 -0.270 -0.030 0.099 0.094 0.064 0.061 0.099 0.087 0.088 0.073 0.096 0.101 0.066 0.076 0.015 0.033 -0.055 0.031 0.022 -0.059

=====

4.
# C20H36NOP2Ti

A molecular structure, C20H36NOP2Ti at a distorted geometry (ωB97M-V/def2-TZVPD, the Open Molecules 2025 dataset).

Lowest unoccupied orbital energy (alpha / beta) ... 0.014 / 0.015 Ha
2S+1 ... 4
⟨S²⟩ ... 3.78
HOMO-LUMO gap (alpha / beta) ... 4.73 / 7.30 eV
Energy above the lowest of the compared OMol25 structures with the same formula, charge and spin ... 22.3 kcal per mole
E_HOMO (alpha / beta) ... -4.339 / -6.894 eV

Cartesian coordinates (Å):
P -2.30 3.24 -4.08
P -4.86 1.32 -2.71
C -3.99 3.01 -4.83
C -5.13 2.76 -3.84
H -3.89 2.19 -5.56
H -4.16 3.96 -5.37
H -5.31 3.65 -3.20
H -6.06 2.52 -4.39
C -5.15 -0.04 -3.90
H -5.00 -1.00 -3.39
H -4.44 0.01 -4.74
H -6.18 0.02 -4.28
C -6.34 1.29 -1.66
H -7.23 1.09 -2.28
H -6.45 2.24 -1.13
H -6.22 0.49 -0.91
C -1.40 3.69 -5.60
H -0.34 3.88 -5.37
H -1.88 4.59 -6.00
H -1.47 2.85 -6.32
C -2.60 4.90 -3.35
H -3.35 4.86 -2.56
H -2.96 5.53 -4.18
H -1.66 5.30 -2.94
Ti -0.19 0.96 -0.55
C -2.42 0.27 0.13
C -2.27 -0.71 -0.85
C -2.32 -0.59 -2.32
C -1.14 -0.05 -3.23
C -0.46 1.25 -2.92
C -1.00 2.37 -2.19
C -2.32 2.36 -1.44
C -2.52 1.77 0.00
C 0.63 2.20 0.82
H -2.63 -0.09 1.15
H -2.22 -1.74 -0.49
H -3.22 0.00 -2.58
H -2.53 -1.61 -2.72
H -0.39 -0.86 -3.30
H -1.57 0.04 -4.26
H 0.32 1.51 -3.63
H -0.49 3.34 -2.30
H -3.04 1.80 -2.10
H -2.68 3.40 -1.36
H -1.87 2.32 0.72
H -3.56 2.06 0.28
H 0.17 2.02 1.81
H 0.49 3.24 0.47
H 1.70 1.90 0.82
O 0.62 -0.62 -0.01
N 1.17 -1.53 0.85
C 1.81 -2.59 0.29
C 2.46 -3.49 1.11
C 2.45 -3.29 2.49
C 1.76 -2.21 3.04
C 1.10 -1.33 2.19
H 1.79 -2.67 -0.80
H 2.97 -4.34 0.65
H 2.97 -3.98 3.15
H 1.71 -2.03 4.13
H 0.54 -0.46 2.54

From a Löwdin analysis of the wavefunction, the atomic charges in e read: 0.891 0.871 -0.412 -0.391 0.073 0.068 0.078 0.079 -0.262 0.045 0.045 0.042 -0.274 0.040 0.045 0.041 -0.264 0.044 0.037 0.047 -0.256 0.034 0.042 0.052 0.880 -0.155 -0.105 -0.222 -0.203 -0.280 -0.389 -0.325 -0.219 -0.267 0.118 0.117 -0.013 0.121 0.111 0.108 0.098 0.092 -0.049 0.096 0.098 0.128 -0.004 -0.010 0.006 -0.286 -0.177 -0.075 -0.103 -0.159 -0.101 -0.066 0.116 0.101 0.085 0.105 0.110

=====

5.
# H3N3O4

2 unconnected molecules or ions with the total composition H3N3O4 at a distorted geometry (ωB97M-V/def2-TZVPD, the Open Molecules 2025 dataset).

Lowest unoccupied orbital energy ... -0.026 Ha
SMILES ... [H]/N=N/[N+](=O)[O-].OO
HOMO-LUMO gap ... 9.35 eV
Energy above the lowest of the compared OMol25 structures with the same formula, charge and spin ... 16.5 kcal per mole
E_HOMO ... -10.046 eV

Cartesian coordinates (Å):
N 1.19 -0.36 -1.49
N 0.93 0.30 -0.55
N 0.98 1.73 -0.61
O -0.03 2.31 -0.36
O 2.07 2.19 -0.74
O -1.53 -1.26 0.57
O -1.30 -1.11 1.98
H 0.90 -1.38 -1.33
H -2.14 -1.95 2.18
H -1.07 -0.48 0.37

From a Löwdin analysis of the wavefunction, the atomic charges in e read: 0.151 0.009 -0.459 0.114 0.113 -0.135 -0.159 0.126 0.244 -0.004

=====

6.
# C2H3NOS2

A molecular structure, C2H3NOS2 at a distorted geometry (ωB97M-V/def2-TZVPD, the Open Molecules 2025 dataset).

Lowest unoccupied orbital energy ... -0.001 Ha
HOMO-LUMO gap ... 8.47 eV
Energy above the lowest of the compared OMol25 structures with the same formula, charge and spin ... 59.1 kcal per mole
E_HOMO ... -8.511 eV

Cartesian coordinates (Å):
C 0.62 -0.33 1.47
C 0.12 0.14 -0.74
N -0.07 0.65 1.88
O 0.91 -0.55 0.10
S -0.68 1.66 0.83
S -1.24 -0.84 -1.48
H 0.86 -1.13 2.17
H 0.52 0.90 -1.41
H -1.04 -0.50 -2.82

From a Löwdin analysis of the wavefunction, the atomic charges in e read: -0.287 -0.693 -0.444 -0.141 0.774 0.708 0.133 0.057 -0.108